# C52H49FeN8SSi

A structure of composition C52H49FeN8SSi (the ωB97M-V functional and the def2-TZVPD basis, the Open Molecules 2025 dataset).

Results
Total energy ... -119741.996 eV
<S²> ... 6.09
Orbital gap (alpha / beta) ... 4.672 / 4.664 eV
Spin multiplicity ... 5
Total charge ... -1

Each line ends with the Löwdin charge.
Geometry (Å):
Fe -0.0473 0.3419 0.0342  0.451
C 2.9005 0.1846 -3.0116  -0.191
C 2.1265 -0.3848 -1.8801  -0.389
N 0.8893 0.3077 -1.6194  -0.144
C 0.4428 1.1159 -2.5792  -0.263
C 1.0947 1.2595 -3.8052  -0.132
N 2.3812 0.8737 -3.9604  0.047
C -0.6316 2.0073 -2.1739  -0.191
C -1.4145 2.6817 -3.0770  0.057
C -2.3690 3.6261 -2.6344  -0.134
C -2.3726 3.8610 -1.2473  0.043
C -1.5485 3.1521 -0.3907  -0.202
N -0.7228 2.1665 -0.8287  0.117
C -1.5135 3.4976 1.0237  -0.208
C -2.5797 4.1369 1.6790  -0.107
N -2.5266 4.5047 2.9417  0.077
C -1.3910 4.2421 3.5953  -0.104
C -0.3457 3.5801 2.9715  -0.108
N -0.3963 3.2097 1.7072  0.146
C -3.2160 4.3275 -3.5583  -0.155
C -3.4577 3.8407 -4.8615  -0.009
C -4.2371 4.5648 -5.7299  -0.155
N -4.8131 5.7299 -5.4359  0.050
C -4.6047 6.1887 -4.2021  -0.157
C -3.8462 5.5514 -3.2500  -0.009
H 3.9629 -0.0095 -3.0506  0.098
H 2.7237 -0.3333 -0.9626  0.046
H 0.6865 1.8430 -4.6135  0.075
H -1.2741 2.5104 -4.1308  0.104
H -3.0090 4.6300 -0.8387  0.098
H -3.5228 4.3334 1.1823  0.108
H -1.3497 4.5590 4.6286  0.100
H 0.5628 3.3461 3.5062  0.103
H -3.0461 2.8952 -5.1804  0.107
H -4.4212 4.2012 -6.7353  0.103
H -5.0775 7.1399 -3.9822  0.102
H -3.7077 6.0144 -2.2853  0.104
C -0.7814 -3.2044 0.2514  -0.066
C 0.3008 -2.6418 1.1273  -0.302
C 0.6864 -3.4973 2.1644  -0.030
C 1.8346 -3.2694 2.8670  0.003
C 2.5945 -2.1285 2.5364  -0.169
C 3.8607 -1.9099 3.0977  -0.084
C 4.5882 -0.7920 2.7576  -0.112
C 4.0015 0.1875 1.9733  -0.133
C 2.7202 0.0323 1.4461  -0.597
S 1.9485 1.4098 0.7249  0.745
C 2.0314 -1.2025 1.6113  -0.224
N 0.9044 -1.4714 0.8790  0.125
H -1.5998 -3.5741 0.8637  0.072
H -0.3795 -4.0609 -0.2967  0.076
H -1.1655 -2.4845 -0.4552  0.037
H 0.0963 -4.3844 2.3422  0.111
H 2.1756 -3.9481 3.6350  0.115
H 4.2477 -2.6381 3.7972  0.101
H 5.5891 -0.6489 3.1433  0.098
H 4.5071 1.1254 1.7990  0.090
C -2.9040 -0.3014 6.1416  -0.065
C -1.8010 0.0274 5.1727  -0.294
C -0.5118 0.2699 5.6225  -0.047
C 0.4778 0.6014 4.7034  -0.280
C 1.8777 0.9238 5.1444  -0.036
C 0.1669 0.6415 3.3623  -0.060
C -1.1085 0.3383 2.8481  -0.274
C -2.0943 0.0725 3.8217  -0.017
N -1.2730 0.2991 1.5027  -0.054
C -2.5429 -0.0890 0.9135  -0.555
C -3.6258 0.9972 1.0748  -0.028
C -3.1090 -1.4145 1.4934  -0.050
C -2.2564 -0.2713 -0.5957  -0.052
H -2.5657 -0.2070 7.1712  0.064
H -3.2507 -1.3244 5.9908  0.073
H -3.7549 0.3622 5.9934  0.072
H -0.2855 0.2227 6.6795  0.096
H 1.9429 0.9887 6.2294  0.068
H 2.1981 1.8715 4.7140  0.073
H 2.5696 0.1562 4.7963  0.066
H 0.9155 0.9535 2.6636  0.007
H -3.1201 -0.0974 3.5516  0.081
H -3.7413 1.2831 2.1160  0.075
H -4.5829 0.6349 0.7027  0.086
H -3.3510 1.8849 0.5180  0.043
H -3.9914 -1.2465 2.1079  0.070
H -2.3579 -1.9084 2.1025  0.073
H -3.4134 -2.0871 0.6972  0.064
H -2.5289 0.6176 -1.1609  0.078
H -2.8597 -1.0828 -1.0066  0.091
H -1.1869 -0.5120 -0.7490  0.014
C 4.9794 -4.2559 0.5930  -0.098
C 3.8243 -4.9373 0.2477  -0.098
C 2.9283 -4.3773 -0.6433  -0.113
C 3.1583 -3.1281 -1.2122  -0.249
C 4.3432 -2.4744 -0.8742  -0.092
C 5.2428 -3.0255 0.0171  -0.089
Si 1.8105 -2.2558 -2.2153  0.829
C 1.6198 -2.6586 -4.0612  -0.255
C 0.4079 -3.1953 -4.4975  -0.119
C 0.1752 -3.4655 -5.8313  -0.104
C 1.1525 -3.1978 -6.7748  -0.103
C 2.3599 -2.6589 -6.3647  -0.093
C 2.5894 -2.3997 -5.0256  -0.101
H 5.6686 -4.6779 1.3097  0.098
H 3.6169 -5.9032 0.6864  0.098
H 2.0228 -4.9105 -0.8969  0.095
H 4.5639 -1.5072 -1.3012  0.093
H 6.1433 -2.4846 0.2738  0.104
H 0.4806 -2.5707 -1.7149  0.008
H -0.3700 -3.4049 -3.7758  0.086
H -0.7726 -3.8875 -6.1353  0.095
H 0.9726 -3.4099 -7.8191  0.094
H 3.1258 -2.4355 -7.0929  0.097
H 3.5360 -1.9786 -4.7238  0.096